P:
Density functional theory data (wB97M-V/def2-TZVPD) for a cluster of 2 separate species, C4H8N2 in total.

ORCA input file:
```
! wB97M-V def2-TZVPD RIJCOSX def2/J DEFGRID3
* xyz 0 1
C 2.0298 0.1222 0.3216
C 0.6813 0.8271 0.3979
N -0.3689 -0.0209 -0.1393
C -1.1071 0.3924 -1.0782
C -3.2137 -1.8837 1.5553
N -2.1308 -1.6879 1.1507
H 2.3282 -0.0441 -0.7183
H 1.9793 -0.8490 0.8237
H 2.8015 0.7264 0.8083
H 0.4238 1.0064 1.4489
H 0.7178 1.8026 -0.1108
H -1.2725 -1.2959 0.7407
H -1.9176 -0.2493 -1.4293
H -0.9927 1.3750 -1.5498
*
```

## Properties
**Lowest unoccupied orbital energy**: 0.02814 hartree
**HOMO level**: -0.3888 Eh

Mulliken atomic charge list, values in e, 4 entries: -1.1415 -0.3428 -0.4436 -0.2860

***

Q:
Density functional theory data (wB97M-V/def2-TZVPD) for the molecule C4H8N2.

ORCA input file:
```
! wB97M-V def2-TZVPD RIJCOSX def2/J DEFGRID3
* xyz 0 1
C -0.2937 -0.9022 1.0934
N 0.3022 -0.3450 -0.1144
C 1.6646 0.1559 -0.0302
C -0.5202 0.0345 -1.0956
C -1.8027 0.7072 -0.7348
N -2.7970 0.7410 -0.0633
H 0.4886 -1.0677 1.8367
H -0.7773 -1.8548 0.8643
H -1.0618 -0.2245 1.4920
H 1.7043 1.0090 0.6619
H 1.9887 0.4974 -1.0158
H 2.3462 -0.6221 0.3243
H -0.0920 0.2532 -2.0692
H -1.1499 1.6180 -1.1494
*
```

## Properties
**Lowest unoccupied orbital energy (alpha / beta)**: 0.01107 / 0.01105 hartree
**HOMO level (alpha / beta)**: -0.2741 / -0.2740 Eh

Mulliken atomic charge list, values in e, 4 entries: -0.9445 0.1364 -0.8946 -0.4621

***

R:
Density functional theory data (wB97M-V/def2-TZVPD) for the molecule C4H8N2.

ORCA input file:
```
! wB97M-V def2-TZVPD RIJCOSX def2/J DEFGRID3
* xyz 0 1
N 2.0722 0.5539 0.6366
C 1.5220 0.2418 -0.6826
C 0.4008 -0.6457 -0.2468
C -0.7973 -0.1802 0.0759
C -2.0891 0.2158 -0.4169
N -1.9323 -0.7177 0.7410
H 2.3791 -0.3226 1.0448
H 1.2600 0.8682 1.1780
H 2.2938 -0.2307 -1.3007
H 1.2040 1.1785 -1.1557
H 0.6978 -1.6166 0.1422
H -2.3459 -0.3446 -1.3113
H -2.5929 1.1643 -0.2945
H -2.0723 -0.1643 1.5901
*
```

## Properties
**Lowest unoccupied orbital energy**: 0.03363 hartree
**HOMO level**: -0.3046 Eh

Mulliken atomic charge list, values in e, 4 entries: -0.6997 -0.3756 -0.5363 0.3425

***

Computed energies relative to the best structure, in kJ/mol: P 0.0; Q 214.6; R 136.2

***

P:
Density functional theory data (wB97M-V/def2-TZVPD) for a structure of composition C4H8N2.

ORCA input file:
```
! wB97M-V def2-TZVPD RIJCOSX def2/J DEFGRID3
* xyz 0 1
C -0.6254 1.0705 -0.8784
C 0.1420 -0.0222 -0.5436
C 1.5398 0.1032 -0.0215
N -0.3564 -1.2723 -0.5888
C -1.2749 0.0566 1.7855
N -1.0296 -0.7249 2.6233
H -1.2970 0.8170 0.6426
H -1.4183 0.9319 -1.6094
H -0.1420 2.0406 -0.8879
H 2.2143 -0.1844 -0.8362
H 1.7286 -0.5453 0.8415
H 1.7580 1.1355 0.2560
H 0.1167 -2.0191 -0.1026
H -1.3557 -1.3868 -0.6806
*
```

## Properties
**Lowest unoccupied orbital energy**: 0.03318 hartree
**HOMO level**: -0.3325 Eh

Mulliken atomic charge list, values in e, 4 entries: -1.1721 0.5948 -1.3148 -0.3353

***

Q:
Density functional theory data (wB97M-V/def2-TZVPD) for a cluster of 2 separate species, C4H8N2 in total.

ORCA input file:
```
! wB97M-V def2-TZVPD RIJCOSX def2/J DEFGRID3
* xyz 0 1
C -2.4986 0.4517 -0.4482
C -1.7438 0.0153 0.3888
C 1.0382 1.2029 -0.0813
C 0.2344 -1.6106 -0.3167
N 0.9934 0.2711 1.0148
N 0.1678 -0.7756 0.8390
H -3.3239 1.0404 -0.6592
H 0.1284 1.6953 -0.2869
H 1.7057 1.9340 0.2497
H 1.4119 0.6939 -0.9204
H 0.2362 -0.9676 -1.1738
H 1.3253 -2.0449 -0.2818
H -0.4770 -2.4164 -0.3258
H 0.8020 0.5103 2.0018
*
```

## Properties
**Lowest unoccupied orbital energy (alpha / beta)**: 0.00190 / 0.00189 hartree
**HOMO level (alpha / beta)**: -0.3390 / -0.3390 Eh

Mulliken atomic charge list, values in e, 4 entries: -0.0916 -0.5586 -0.8460 -0.7648

***

R:
Density functional theory data (wB97M-V/def2-TZVPD) for a cluster of 2 separate species, C4H8N2 in total.

ORCA input file:
```
! wB97M-V def2-TZVPD RIJCOSX def2/J DEFGRID3
* xyz 0 1
C -0.3420 -0.0431 -1.3348
C -0.9727 -1.0875 -1.2920
N -1.8136 -2.1166 -1.4822
H 0.4485 0.5805 -1.6621
H -2.0422 -2.6470 -0.6485
H -2.5606 -1.9740 -2.1381
C -0.2792 1.0956 1.0952
C 0.9118 0.4757 1.1864
N 2.1168 1.0421 0.8447
H -1.1704 0.5898 1.4232
H -0.3517 2.1725 1.0011
H 0.9476 -0.6041 1.2544
H 2.1661 2.0474 0.8597
H 2.9416 0.4688 0.8931
*
```

## Properties
**Lowest unoccupied orbital energy**: 0.03606 hartree
**HOMO level**: -0.2667 Eh

Mulliken atomic charge list, values in e, 4 entries: -0.7469 0.4070 -0.4644 0.3789

***

Computed energies relative to the best structure, in kJ/mol: P 0.0; Q 451.1; R 120.4

***

P:
Density functional theory data (wB97M-V/def2-TZVPD) for the molecule C4H8N2.

ORCA input file:
```
! wB97M-V def2-TZVPD RIJCOSX def2/J DEFGRID3
* xyz 0 1
C -0.2801 1.3176 0.5288
N -0.3934 0.0482 -0.1705
C -1.5235 -0.8095 0.1637
C 0.6494 -0.4368 -0.8049
C 2.0887 -0.1719 -0.4783
N 2.4693 0.5153 0.4932
H -1.1508 1.4618 1.1711
H -0.2128 2.1362 -0.1926
H 0.6836 1.2913 1.0772
H -1.4418 -1.0880 1.2217
H -1.4825 -1.7193 -0.4384
H -2.4744 -0.2983 -0.0007
H 0.4535 -1.3677 -1.3418
H 2.7032 -0.8829 -1.0708
*
```

## Properties
**Lowest unoccupied orbital energy (alpha / beta)**: 0.00741 / 0.00206 hartree
**HOMO level (alpha / beta)**: -0.2938 / -0.2453 Eh

Mulliken atomic charge list, values in e, 4 entries: -0.9473 0.0534 -0.8970 -0.1854

***

Q:
Density functional theory data (wB97M-V/def2-TZVPD) for the molecule C4H8N2.

ORCA input file:
```
! wB97M-V def2-TZVPD RIJCOSX def2/J DEFGRID3
* xyz 0 1
C -0.4940 -1.3106 -0.0148
C 0.4902 0.4378 1.1192
C 0.4259 1.4212 -0.0470
C -0.8673 -0.3183 -1.0470
H -0.6522 -2.3586 -0.2608
H -1.2311 -1.2080 0.9222
H 1.5036 -0.8692 0.1833
H 1.2952 0.6110 1.9036
H -0.4895 0.4730 1.6998
H 1.0593 2.2818 -0.2197
H -0.4216 1.4431 -1.8447
H -1.0428 -0.5401 -2.1238
N 0.7033 -0.9342 0.8012
N -0.2790 0.8711 -1.0714
*
```

## Properties
**Lowest unoccupied orbital energy**: 0.03366 hartree
**HOMO level**: -0.2430 Eh

Mulliken atomic charge list, values in e, 4 entries: -0.4354 -0.5302 -0.4504 -0.3603

***

Computed energies relative to the best structure, in kJ/mol: P 15.6; Q 0.0

***

P:
Density functional theory data (wB97M-V/def2-TZVPD) for a cluster of 2 separate species, C5H14S in total.

ORCA input file:
```
! wB97M-V def2-TZVPD RIJCOSX def2/J DEFGRID3
* xyz 0 1
C 0.3049 1.5639 -0.5323
C 0.4205 1.6358 -2.0352
S 0.8833 0.1083 -2.9099
C 1.4831 -1.0442 -1.6289
H 0.1794 2.5559 -0.0891
H 1.1319 1.1283 0.0141
H -0.5909 1.0248 -0.2076
H -0.5552 1.9463 -2.4079
H 1.0838 2.4385 -2.3580
H 0.6527 -1.7054 -1.3898
H 2.2369 -1.6488 -2.1284
H 1.9798 -0.5540 -0.8041
C -1.1205 -1.4975 1.5366
C -1.2351 -0.3682 2.5457
H -0.3062 -1.2597 0.8397
H -0.7929 -2.4180 2.0221
H -2.0297 -1.6125 0.9326
H -1.2166 0.6473 2.1543
H -0.4029 -0.4224 3.2572
H -2.1064 -0.5185 3.1889
*
```

## Properties
**Lowest unoccupied orbital energy**: 0.03466 hartree
**HOMO level**: -0.3068 Eh

Mulliken atomic charge list, values in e, 4 entries: -1.0814 -0.3544 -0.1528 -0.7848

***

Q:
Density functional theory data (wB97M-V/def2-TZVPD) for a cluster of 2 separate species, C5H14S in total.

ORCA input file:
```
! wB97M-V def2-TZVPD RIJCOSX def2/J DEFGRID3
* xyz 0 1
C 1.5023 -1.1692 -0.7485
C 0.9277 0.2449 -0.8257
C 1.1032 1.0198 0.4784
C 0.5286 2.4339 0.4012
H 1.3613 -1.7038 -1.7029
H 0.9994 -1.7385 0.0513
H 2.5816 -1.1270 -0.5250
H 1.4275 0.8019 -1.6414
H -0.1515 0.1917 -1.0663
H 0.6035 0.4628 1.2941
H 2.1824 1.0730 0.7191
H -0.5507 2.3917 0.1777
H 1.0315 3.0031 -0.3985
H 0.6696 2.9685 1.3556
C -2.4203 -1.9340 0.2477
S -3.0250 -0.2888 0.7040
H -3.3001 -2.5205 -0.0661
H -1.9387 -2.4486 1.0961
H -1.7058 -1.8950 -0.5917
H -1.8268 0.2341 1.0408
*
```

## Properties
**Lowest unoccupied orbital energy**: 0.03567 hartree
**HOMO level**: -0.3342 Eh

Mulliken atomic charge list, values in e, 4 entries: -1.2456 -0.1907 -0.4191 -1.1759

***

R:
Density functional theory data (wB97M-V/def2-TZVPD) for a cluster of 2 separate species, C5H14S in total.

ORCA input file:
```
! wB97M-V def2-TZVPD RIJCOSX def2/J DEFGRID3
* xyz 0 1
C 0.6828 -0.3877 -0.7725
C 1.4490 0.9011 -0.8472
S 2.1314 1.5068 0.7470
C 1.0437 0.9616 2.1452
H -0.3136 -0.6400 -1.1331
H 0.7468 -0.8136 0.2247
H 1.2011 -1.3089 -1.1355
H 2.3091 0.9627 -1.5312
H 0.8449 1.7480 -1.1825
H 0.4532 0.1994 1.6310
H 1.5894 0.3963 2.9048
H 0.3218 1.6009 2.6721
C -2.8697 -2.4818 -1.2474
C -3.7933 -1.4226 -0.6280
H -2.3791 -3.0934 -0.5016
H -3.4266 -3.0880 -1.9505
H -2.1438 -2.0435 -1.9272
H -3.9017 -1.4512 0.4675
H -4.8616 -1.6999 -0.9172
H -3.6375 -0.4749 -1.0954
*
```

## Properties
**Lowest unoccupied orbital energy**: 0.03252 hartree
**HOMO level**: -0.3103 Eh

Mulliken atomic charge list, values in e, 4 entries: -0.8461 -0.2981 -0.1308 -0.6840

***

Computed energies relative to the best structure, in kJ/mol: P 42.3; Q 0.0; R 152.3